No. 1
Here is a 2-piece molecular cluster, C6H12 overall from OMol25. Energies are from the ωB97M-V functional and the def2-TZVPD basis.

Each line ends with the natural charge from an NBO analysis.
Atoms and positions in Å:
C 1.73 0.42 -0.84  -0.42
C 1.14 -0.09 -1.99  -0.17
C 0.83 -1.54 -2.01  -0.66
H 1.56 1.54 -0.56  0.20
H 2.60 -0.19 -0.32  0.21
H 0.71 0.56 -2.71  0.19
H -0.12 -1.83 -1.48  0.23
H 1.53 -2.09 -1.39  0.21
H 0.97 -1.92 -3.00  0.21
C -1.21 -0.75 1.35  -0.42
C -1.62 0.49 1.12  -0.17
C -0.99 1.62 1.95  -0.66
H -1.80 -1.69 1.13  0.20
H -0.46 -0.82 2.08  0.18
H -2.42 0.62 0.28  0.20
H -1.35 2.60 1.53  0.22
H 0.11 1.66 1.85  0.22
H -1.22 1.41 3.00  0.23

Highest occupied orbital energy: -8.88 eV
E_LUMO: 1.14 eV
SMILES: C=CC.C=CC



No. 2
Here is one molecule with the formula C4H4ClN3O2 from OMol25. Energies are from the ωB97M-V functional and the def2-TZVPD basis.

Each line ends with the natural charge from an NBO analysis.
Atoms and positions in Å:
C -1.52 -0.94 0.59  -0.69
C -0.79 0.19 0.04  0.35
N -1.18 1.29 -0.45  -0.46
C -0.03 2.01 -0.80  0.28
N 1.09 1.45 -0.55  -0.45
C 0.79 0.21 0.08  0.10
Cl 1.29 0.26 1.80  0.02
N 1.65 -0.97 -0.44  0.54
O 1.20 -2.06 -0.24  -0.37
O 2.67 -0.68 -0.98  -0.31
H -1.28 -1.84 0.01  0.26
H -2.59 -0.77 0.58  0.24
H -1.18 -1.14 1.60  0.26
H -0.12 2.98 -1.23  0.21

Highest occupied orbital energy: -10.97 eV
E_LUMO: -1.06 eV
SMILES: CC1=NC=N[C@]1(Cl)[N+](=O)[O-]



No. 3
Here is C28H22F3N2O6PS2V as an isolated structure from OMol25. Energies are from the ωB97M-V functional and the def2-TZVPD basis.

Each line ends with the natural charge from an NBO analysis.
Atoms and positions in Å:
V 0.88 0.79 -0.53  1.43
N 1.03 0.63 1.62  -0.86
C 2.40 0.72 2.10  0.09
C 2.76 0.73 3.41  -0.17
C 4.13 0.81 3.76  -0.19
C 5.09 0.89 2.80  -0.16
C 4.74 0.88 1.43  -0.10
C 5.67 0.95 0.36  -0.07
C 5.22 0.94 -0.93  -0.25
C 3.84 0.87 -1.17  0.14
N 2.95 0.80 -0.21  -0.53
C 3.38 0.80 1.09  0.22
H 0.61 -0.24 1.96  0.42
H 0.48 1.40 1.98  0.42
H 2.01 0.67 4.18  0.23
H 4.41 0.82 4.81  0.24
H 6.14 0.95 3.07  0.23
H 6.73 1.01 0.58  0.24
H 5.91 0.99 -1.76  0.25
H 3.46 0.89 -2.19  0.23
O 1.29 -1.10 -1.39  -0.97
S 0.81 -0.66 -2.74  2.39
O 1.64 -1.01 -3.85  -0.88
O 0.60 0.82 -2.53  -0.94
C -0.79 -1.36 -2.94  -0.26
C -1.10 -1.93 -4.16  -0.18
C -2.36 -2.47 -4.35  -0.18
C -3.30 -2.43 -3.33  -0.16
C -2.97 -1.85 -2.11  -0.18
C -1.71 -1.32 -1.89  -0.35
P -1.29 -0.57 -0.27  0.95
C -0.96 -1.97 0.84  -0.40
C -1.13 -1.80 2.22  -0.24
C -0.77 -2.82 3.09  -0.19
C -0.25 -4.00 2.60  -0.18
C -0.08 -4.17 1.23  -0.21
C -0.43 -3.16 0.35  -0.12
C -2.81 0.20 0.33  -0.41
C -3.80 -0.54 0.98  -0.19
C -4.98 0.08 1.37  -0.21
C -5.18 1.43 1.10  -0.16
C -4.20 2.16 0.45  -0.22
C -3.02 1.55 0.06  -0.11
H -0.35 -1.95 -4.94  0.26
H -2.62 -2.92 -5.30  0.24
H -4.28 -2.84 -3.48  0.23
H -3.72 -1.81 -1.32  0.23
H -1.57 -0.89 2.61  0.23
H -0.92 -2.69 4.16  0.23
H 0.02 -4.80 3.28  0.23
H 0.32 -5.10 0.84  0.23
H -0.29 -3.30 -0.71  0.22
H -3.65 -1.59 1.20  0.23
H -5.74 -0.49 1.88  0.23
H -6.10 1.91 1.40  0.23
H -4.35 3.21 0.24  0.23
H -2.25 2.13 -0.44  0.22
F -1.57 4.78 -1.27  -0.30
C -0.56 4.24 -1.94  0.72
F -0.06 5.13 -2.79  -0.29
F -1.02 3.19 -2.62  -0.30
S 0.76 3.74 -0.76  2.33
O 1.86 3.22 -1.53  -0.92
O 0.95 4.86 0.10  -0.88
O 0.11 2.56 -0.04  -1.01

Highest occupied orbital energy (alpha / beta): -12.12 / -12.09 eV
Total charge: +1
E_LUMO (alpha / beta): -3.90 / -3.51 eV
2S+1: 3
⟨S²⟩: 2.013



No. 4
Here is one molecule with the formula C3H2N2O2S from OMol25. Energies are from the ωB97M-V functional and the def2-TZVPD basis.

Each line ends with the natural charge from an NBO analysis.
Atoms and positions in Å:
C -2.19 -0.53 -0.37  -0.25
C -0.96 -0.46 -0.30  0.14
C -1.60 1.94 -0.38  0.36
N -0.45 1.61 -0.20  -0.42
N 0.12 0.37 -0.09  -0.53
O 2.21 0.11 1.25  -0.85
O 1.93 -1.22 -0.83  -0.91
S 1.85 0.14 -0.31  1.71
H -3.07 -1.11 -0.22  0.25
H 2.15 -0.85 1.45  0.50

Highest occupied orbital energy: -9.67 eV
E_LUMO: -0.63 eV